Entry 1:
47
Properties=species:S:1:pos:R:3:mulliken_charge:R:1 method="wB97M-V/def2-TZVPD" largest_force_ev_per_a=10.89 mol_weight_g_mol=360.47 total_charge=0 gap_ev=2.406 multiplicity=1
C -3.321 -1.579 5.338 -0.846
S -3.450 -0.100 4.135 1.003
O -2.407 0.929 4.637 -0.582
O -4.937 0.397 4.269 -0.651
N -3.208 -0.665 2.501 -0.507
S -2.691 0.606 1.422 1.042
O -2.689 -0.009 -0.032 -0.723
O -1.211 1.077 1.656 -0.647
C -3.847 2.088 1.339 -0.585
C -3.675 3.159 2.571 -0.151
F -2.319 3.824 2.599 -0.322
H -3.713 -1.232 6.410 0.270
H -3.949 -2.508 4.966 0.268
H -2.180 -1.880 5.518 0.272
H -4.969 1.757 1.223 0.347
H -3.543 2.678 0.346 0.301
H -4.434 4.052 2.347 0.281
H -3.988 2.743 3.626 0.240
C 2.215 0.848 -0.236 -1.674
C 1.266 0.364 -1.366 1.321
C 0.609 -0.977 -0.948 -0.684
C 1.579 -2.153 -0.994 -0.700
C 2.238 -2.261 -2.363 -1.120
C 2.894 -0.942 -2.852 1.442
N 2.014 0.262 -2.666 0.613
O 1.061 0.251 -3.701 -0.258
C 4.241 -0.713 -2.117 -1.613
C 3.333 -1.155 -4.341 -1.644
C 0.156 1.467 -1.397 -1.269
H 1.645 1.191 0.637 0.427
H 2.872 0.070 0.149 0.288
H 2.831 1.691 -0.569 0.402
H -0.240 -1.200 -1.607 0.420
H 0.194 -0.896 0.064 0.152
H 2.338 -2.060 -0.211 0.318
H 1.035 -3.081 -0.780 0.431
H 2.985 -3.065 -2.335 0.382
H 1.474 -2.582 -3.084 0.401
H 4.656 0.275 -2.350 0.398
H 4.990 -1.454 -2.425 0.454
H 4.174 -0.812 -1.035 0.287
H 2.499 -1.454 -4.987 0.375
H 4.078 -1.957 -4.420 0.418
H 3.783 -0.247 -4.757 0.439
H 0.574 2.437 -1.694 0.458
H -0.300 1.595 -0.407 0.161
H -0.667 1.224 -2.078 0.363

Entry 2:
12
Properties=species:S:1:pos:R:3:mulliken_charge:R:1 method="wB97M-V/def2-TZVPD" largest_force_ev_per_a=4.14 mol_weight_g_mol=106.15 total_charge=0 gap_ev=10.212 multiplicity=1 e_above_lowest_kj_mol=260.1
C -0.478 -1.196 0.865 -0.612
C -0.438 -0.041 -0.076 0.589
C 0.745 0.744 -0.532 -0.428
O -0.413 -1.311 -0.592 -0.458
O 1.960 0.108 -0.424 -0.501
S -1.974 0.809 -0.331 -0.221
H 0.346 -1.415 1.402 0.274
H -1.439 -1.474 1.104 0.332
H 0.783 1.645 0.156 0.290
H 0.513 1.155 -1.521 0.305
H 1.845 -0.809 -0.446 0.303
H -1.449 1.784 0.394 0.127

Entry 3:
77
Properties=species:S:1:pos:R:3:mulliken_charge:R:1 method="wB97M-V/def2-TZVPD" largest_force_ev_per_a=5.26 mol_weight_g_mol=581.60 total_charge=0 gap_ev=9.484 multiplicity=1
C -1.486 -2.608 0.567 -0.552
Si -1.419 -0.732 0.114 0.638
C -3.243 -0.255 -0.368 -0.659
C -0.359 -0.496 -1.460 -0.855
O -1.002 0.303 1.447 -0.588
C 0.169 -0.153 2.163 0.454
C 1.428 0.828 1.970 -0.526
C 2.868 0.137 2.168 0.575
C 3.238 -0.436 0.711 -0.039
O 3.543 0.244 -0.337 -0.777
N 3.253 -1.910 0.662 -0.163
C 2.899 -2.512 1.995 -0.558
C 3.010 -1.230 3.004 -0.572
P 2.203 -1.415 4.698 0.748
O 3.312 -1.900 5.687 -0.703
O 1.501 0.009 5.319 -0.507
O 1.005 -2.665 4.610 -0.512
H -2.059 -2.687 1.566 0.257
H -0.415 -2.980 0.741 0.097
H -1.945 -3.246 -0.273 0.183
H -3.758 0.091 0.594 0.237
H -3.287 0.487 -1.232 -0.011
H -3.770 -1.241 -0.683 0.295
H -0.276 0.600 -1.811 0.287
H -0.898 -1.064 -2.321 0.332
H 0.693 -0.980 -1.399 0.207
H 0.483 -1.233 1.943 -0.134
H -0.099 -0.125 3.293 -0.369
H 1.314 1.689 2.735 0.411
H 1.443 1.332 0.926 0.104
H 3.722 0.830 2.530 0.505
H 2.812 -2.328 -0.169 0.358
H 3.670 -3.317 2.288 0.343
H 1.860 -3.012 2.056 0.202
H 4.146 -1.266 3.241 0.607
H 0.509 -0.068 5.367 0.339
H 0.853 -3.034 5.512 0.305
C 1.932 4.609 -1.713 0.624
O 1.606 5.276 -2.684 -0.689
N 1.286 4.684 -0.525 -0.340
N 2.968 3.738 -1.740 -0.293
H 1.539 4.145 0.283 0.181
H 0.508 5.321 -0.465 0.199
H 3.474 3.653 -2.607 0.188
H 3.252 3.180 -0.953 0.154
C -2.408 -5.893 -2.132 0.653
O -1.864 -4.813 -1.962 -0.652
N -3.297 -6.114 -3.130 -0.401
N -2.171 -6.964 -1.338 -0.389
H -3.755 -6.994 -3.287 0.158
H -3.500 -5.341 -3.743 0.221
H -1.515 -6.839 -0.583 0.221
H -2.608 -7.860 -1.461 0.163
C -4.833 0.616 -4.120 0.682
O -4.803 0.341 -2.928 -0.594
N -5.314 -0.239 -5.053 -0.458
N -4.387 1.796 -4.610 -0.322
H -5.347 -0.034 -6.035 0.150
H -5.655 -1.130 -4.727 0.221
H -4.020 2.461 -3.946 0.199
H -4.403 2.039 -5.584 0.169
C 6.192 2.347 1.323 0.652
O 5.326 2.613 2.146 -0.659
N 7.460 2.812 1.421 -0.407
N 5.955 1.565 0.245 -0.315
H 8.184 2.606 0.757 0.148
H 7.675 3.398 2.212 0.249
H 5.017 1.199 0.139 0.234
H 6.650 1.334 -0.442 0.170
C -3.935 3.753 -0.292 0.731
O -2.880 4.107 -0.797 -0.655
N -4.448 4.344 0.815 -0.416
N -4.682 2.743 -0.792 -0.236
H -5.312 4.069 1.246 0.149
H -3.920 5.101 1.218 0.232
H -4.333 2.278 -1.616 -0.051
H -5.550 2.437 -0.392 0.172

Entry 4:
24
Properties=species:S:1:pos:R:3:mulliken_charge:R:1 method="wB97M-V/def2-TZVPD" largest_force_ev_per_a=5.66 s2=2.01 mol_weight_g_mol=193.11 total_charge=+1 gap_ev="6.546 / 7.640" multiplicity=3
C -0.144 -2.025 -0.258 -0.824
C -1.699 -1.690 -0.099 -0.669
C 0.835 -1.112 0.534 -0.561
C -2.046 -0.255 -0.423 -0.403
C -0.424 0.943 0.298 -0.255
C -0.765 2.144 -0.554 -1.224
C 2.045 1.075 0.475 -0.836
N 0.770 0.306 -0.040 -0.119
Br -3.776 0.131 0.167 -0.028
H -0.064 -2.994 0.122 0.388
H 0.161 -2.095 -1.284 0.358
H -2.230 -2.231 -0.872 0.349
H -2.167 -1.847 0.863 0.465
H 0.725 -1.039 1.649 0.382
H 1.818 -1.463 0.403 0.483
H -1.955 0.212 -1.409 0.448
H -0.373 1.089 1.423 0.316
H -0.482 1.821 -1.564 0.446
H 0.086 2.856 -0.344 0.328
H -1.743 2.616 -0.489 0.364
H 2.813 0.440 0.129 0.387
H 2.240 2.144 0.185 0.287
H 1.973 1.056 1.524 0.428
H 0.833 0.230 -1.134 0.489

Entry 5:
83
Properties=species:S:1:pos:R:3:mulliken_charge:R:1 method="wB97M-V/def2-TZVPD" largest_force_ev_per_a=1.85 s2=6.05 mol_weight_g_mol=683.80 total_charge=+2 gap_ev="7.695 / 5.580" multiplicity=5 e_above_lowest_kj_mol=40.2
Co 0.449 -0.215 -0.255 0.961
C -2.354 -1.442 -3.433 -0.574
O -2.986 -0.487 -2.557 -0.448
C -2.142 -0.283 -1.562 -0.205
N -1.078 -1.009 -1.531 0.625
C -1.237 -2.045 -2.550 -0.259
C 0.033 -2.502 -3.218 -0.254
C 1.228 -1.820 -3.046 0.248
C 2.402 -2.323 -3.580 -0.832
C 2.386 -3.501 -4.307 -0.605
C 1.192 -4.177 -4.496 -0.687
C 0.020 -3.688 -3.949 -0.553
C -2.373 0.657 -0.469 -0.203
C -3.481 1.480 -0.289 -0.763
C -3.532 2.272 0.852 -0.654
C -2.482 2.239 1.759 -0.691
C -1.400 1.407 1.485 -0.296
N -1.365 0.627 0.406 0.890
C -0.168 1.336 2.271 0.000
N 0.834 0.658 1.845 0.830
C 1.947 0.881 2.765 0.025
C 1.302 1.765 3.871 -0.421
O -0.028 2.013 3.397 -0.485
C 2.574 -0.389 3.296 -0.346
C 3.633 -0.319 4.194 -0.599
C 4.225 -1.481 4.660 -0.736
C 3.770 -2.721 4.238 -0.616
C 2.712 -2.792 3.347 -0.295
C 2.119 -1.630 2.883 1.449
H -1.958 -0.906 -4.302 0.401
H -3.103 -2.164 -3.756 0.350
H -1.642 -2.928 -2.027 0.155
H 1.237 -0.889 -2.478 0.353
H 3.331 -1.798 -3.427 0.537
H 3.300 -3.894 -4.722 0.435
H 1.175 -5.099 -5.056 0.427
H -0.904 -4.232 -4.078 0.468
H -4.272 1.498 -1.021 0.661
H -4.377 2.918 1.029 0.502
H -2.486 2.839 2.655 0.660
H 2.723 1.447 2.230 0.162
H 1.806 2.723 4.008 0.369
H 1.233 1.255 4.835 0.317
H 4.002 0.642 4.517 0.493
H 5.055 -1.419 5.345 0.446
H 4.249 -3.624 4.583 0.461
H 2.354 -3.749 2.996 0.457
H 1.329 -1.669 2.146 -1.388
C 3.866 -2.012 -0.030 -1.326
C 3.714 -0.538 -0.125 0.457
C 4.816 0.304 0.079 -0.723
C 4.659 1.679 -0.029 -1.082
C 3.434 2.194 -0.400 -0.892
C 2.364 1.304 -0.613 0.832
N 2.524 -0.034 -0.411 0.613
N 1.114 1.607 -0.968 0.644
Si 0.618 3.148 -1.644 -0.334
C 0.439 4.391 -0.196 -0.968
C -1.077 2.864 -2.456 -0.850
C 1.896 3.781 -2.907 -1.172
H 4.778 -2.324 -0.534 0.596
H 3.008 -2.518 -0.464 0.041
H 3.954 -2.293 1.017 0.174
H 5.771 -0.136 0.312 0.625
H 5.487 2.343 0.171 0.475
H 3.284 3.253 -0.514 0.516
H -0.290 4.055 0.535 0.238
H 0.105 5.346 -0.587 0.474
H 1.380 4.553 0.318 0.339
H -1.884 3.072 -1.763 0.194
H -1.191 1.849 -2.820 0.134
H -1.204 3.532 -3.300 0.580
H 2.773 4.220 -2.442 0.368
H 1.445 4.553 -3.523 0.441
H 2.234 2.988 -3.567 0.406
N -1.143 -2.929 2.872 -0.323
C -1.306 -3.068 1.558 0.608
N -2.510 -3.398 1.085 -0.340
S 0.001 -2.857 0.498 -0.292
H -1.868 -3.193 3.523 0.227
H -0.223 -2.725 3.235 0.137
H -3.247 -3.713 1.700 0.224
H -2.616 -3.584 0.103 0.194

Entry 6:
42
Properties=species:S:1:pos:R:3:mulliken_charge:R:1 method="wB97M-V/def2-TZVPD" largest_force_ev_per_a=7.67 mol_weight_g_mol=455.69 total_charge=+3 gap_ev=2.917 multiplicity=1
Hf 1.762 2.462 -1.367 1.208
C 0.086 0.002 -0.125 1.213
O -0.539 -0.143 0.925 -0.615
O 0.397 -1.098 -0.800 -0.275
O 0.528 1.115 -0.516 0.150
H 0.209 -1.909 -0.337 0.299
O 3.040 1.030 -0.555 -0.544
H 3.068 0.072 -0.810 0.400
H 3.424 0.978 0.321 0.377
O -0.949 1.724 2.764 -0.763
H -1.005 1.129 2.008 0.445
H -1.834 1.801 3.116 0.392
O -2.269 -2.534 -1.843 -0.534
H -1.981 -2.331 -2.730 0.272
H -2.392 -1.745 -1.297 0.363
O -2.963 -0.724 2.725 -0.614
H -3.376 -1.385 3.284 0.310
H -2.124 -0.645 3.133 0.276
O 0.458 3.722 -0.263 -0.460
H 0.649 4.536 0.221 0.386
H -0.490 3.555 -0.121 0.354
O 0.346 -3.925 -2.135 -0.556
H 0.320 -3.732 -1.207 0.299
H 0.541 -3.102 -2.648 0.255
O 1.318 -0.996 2.587 -0.632
H 0.984 -0.467 1.889 0.250
H 1.939 -1.634 2.280 0.292
O -2.943 -0.585 -0.145 -0.668
H -2.473 -0.510 0.713 0.344
H -3.650 0.106 -0.116 0.335
O 1.668 2.194 1.857 -0.526
H 0.727 2.179 2.165 0.294
H 2.195 1.924 2.618 0.302
O 0.223 -3.493 0.633 -0.684
H 1.045 -3.389 1.086 0.288
H -0.476 -3.427 1.265 0.293
O 0.042 2.642 -2.596 -0.487
H -0.672 1.996 -2.810 0.376
H -0.151 3.265 -3.332 0.379
O 1.744 0.644 -2.897 -0.485
H 1.039 0.345 -3.529 0.333
H 2.537 0.354 -3.409 0.362

Entry 7:
9
Properties=species:S:1:pos:R:3:mulliken_charge:R:1 method="wB97M-V/def2-TZVPD" largest_force_ev_per_a=2.55 mol_weight_g_mol=96.07 total_charge=+1 gap_ev=9.959 multiplicity=1 e_above_lowest_kj_mol=340.8
C 1.511 1.493 -1.575 0.049
C 0.889 0.749 -0.859 -0.121
N -1.768 -0.674 0.527 -0.369
N -1.165 0.054 -0.302 0.000
N 0.345 -0.860 0.982 -0.488
N -0.875 -1.205 1.292 0.444
N 0.127 -0.081 -0.022 0.721
H 1.870 2.292 -2.173 0.437
H -0.934 -1.767 2.131 0.326

Entry 8:
26
Properties=species:S:1:pos:R:3:mulliken_charge:R:1 method="wB97M-V/def2-TZVPD" largest_force_ev_per_a=4.36 mol_weight_g_mol=181.21 total_charge=-1 gap_ev=6.925 multiplicity=1 e_above_lowest_kj_mol=233.1
C -0.135 -0.960 -2.644 0.027
C -1.177 -1.703 -3.618 -1.013
C 0.692 0.115 -3.375 0.532
O 0.602 0.600 -4.448 -0.620
O 1.575 0.578 -2.508 -0.595
H -0.694 -0.183 -2.073 0.016
H 0.283 -1.664 -1.913 0.377
H -1.307 -1.374 -4.699 0.294
H -2.268 -1.434 -3.268 0.221
H -1.076 -2.836 -3.499 0.243
C -0.914 1.642 3.928 -1.346
C 1.195 -0.412 0.736 0.352
C 0.076 0.489 0.434 0.202
C 1.471 -0.684 2.126 -0.863
C -0.783 1.073 1.365 -0.880
C 0.753 0.063 3.084 -0.602
C -0.339 0.853 2.763 1.079
O 1.867 -0.762 -0.282 -0.896
H 1.723 -0.002 -1.592 0.497
H 0.050 0.927 -0.608 0.240
H 2.211 -1.454 2.510 0.265
H -1.781 1.562 1.185 0.235
H 1.073 0.124 4.110 0.271
H -0.590 2.691 3.864 0.237
H -0.580 0.988 4.719 0.395
H -1.927 1.764 3.704 0.331

Entry 9:
27
Properties=species:S:1:pos:R:3:mulliken_charge:R:1 method="wB97M-V/def2-TZVPD" largest_force_ev_per_a=2.51 mol_weight_g_mol=161.25 total_charge=0 gap_ev=8.855 multiplicity=1 e_above_lowest_kj_mol=71.0
C 0.652 -2.836 1.106 -0.522
C 1.933 -2.028 1.369 -0.856
H -0.206 -2.204 0.889 0.015
H 0.747 -3.219 0.081 0.232
H 0.675 -3.630 1.841 0.325
H 2.025 -1.173 0.715 0.233
H 1.954 -1.763 2.432 0.246
H 2.869 -2.583 1.257 0.353
C -2.509 -0.468 -1.833 -1.519
C -0.664 1.083 -0.794 0.750
C -1.690 0.066 -0.700 1.111
C -0.245 1.346 0.516 0.173
C -1.878 -0.168 0.614 -1.266
C 0.200 1.519 -1.820 -0.623
C 1.275 2.318 -1.516 -0.511
C 1.571 2.724 -0.199 -0.442
C 0.807 2.213 0.826 -0.916
N -1.032 0.619 1.370 0.088
H -0.068 1.379 -2.859 0.350
H 1.850 2.743 -2.332 0.354
H 2.275 3.525 -0.025 0.402
H -1.892 -0.963 -2.580 0.326
H -3.071 0.331 -2.314 0.320
H -2.491 -0.799 1.244 0.411
H -0.911 0.638 2.365 0.197
H 0.958 2.579 1.837 0.360
H -3.134 -1.248 -1.493 0.410

Entry 10:
103
Properties=species:S:1:pos:R:3:mulliken_charge:R:1 method="wB97M-V/def2-TZVPD" largest_force_ev_per_a=1.63 mol_weight_g_mol=1358.76 total_charge=-2 gap_ev=4.994 multiplicity=1
Cd 1.331 -0.249 -0.143 3.650
C -3.816 -0.941 1.113 -0.905
C -3.906 0.592 1.134 -1.461
P -2.557 1.536 0.257 1.241
C -3.352 1.623 -1.402 0.049
C -4.454 2.427 -1.700 -0.469
C -5.004 2.416 -2.972 -0.718
C -4.458 1.606 -3.964 -0.487
C -3.363 0.805 -3.679 -0.836
C -2.818 0.814 -2.401 -0.137
C -2.864 3.226 0.924 0.288
C -1.797 4.123 0.838 -0.527
C -1.907 5.412 1.345 -0.562
C -3.085 5.822 1.954 -0.428
C -4.152 4.939 2.049 -0.758
C -4.041 3.651 1.540 -0.256
C -2.755 -1.594 2.019 -1.723
P -1.048 -1.958 1.356 1.619
C -0.216 -2.588 2.854 -0.028
C 1.123 -2.964 2.704 0.254
C 1.855 -3.454 3.774 -0.404
C 1.252 -3.550 5.023 -0.826
C -0.077 -3.185 5.187 -0.725
C -0.815 -2.713 4.107 -0.469
C -1.474 -3.541 0.505 0.922
C -2.109 -3.471 -0.736 -0.529
C -2.424 -4.618 -1.446 -0.781
C -2.089 -5.865 -0.932 -0.592
C -1.454 -5.949 0.297 -0.774
C -1.151 -4.796 1.014 -0.378
H -3.733 -1.293 0.082 0.100
H -4.781 -1.304 1.472 0.482
H -3.936 0.931 2.174 0.653
H -4.844 0.884 0.659 0.631
H -4.878 3.075 -0.942 0.300
H -5.852 3.052 -3.200 0.385
H -4.876 1.617 -4.963 0.369
H -2.902 0.205 -4.452 0.513
H -1.933 0.228 -2.193 0.405
H -0.875 3.799 0.364 0.240
H -1.065 6.091 1.276 0.397
H -3.173 6.824 2.358 0.355
H -5.075 5.252 2.524 0.386
H -4.886 2.978 1.630 0.337
H -3.134 -2.560 2.354 0.631
H -2.630 -0.964 2.906 0.595
H 1.611 -2.890 1.731 -0.087
H 2.886 -3.747 3.613 0.153
H 1.828 -3.903 5.870 0.357
H -0.550 -3.267 6.159 0.349
H -1.857 -2.459 4.257 0.307
H -2.315 -2.504 -1.183 0.144
H -2.893 -4.537 -2.419 0.409
H -2.297 -6.762 -1.502 0.351
H -1.175 -6.916 0.699 0.416
H -0.637 -4.881 1.963 0.368
C 2.820 4.430 0.702 -0.363
O 2.729 3.468 1.757 -0.509
C 2.016 2.373 1.492 0.353
O 1.419 2.189 0.433 -0.805
N 1.982 1.541 2.553 -0.374
N 1.296 0.332 2.403 0.189
H 3.150 5.350 1.175 0.272
H 1.854 4.572 0.222 0.124
H 3.548 4.108 -0.038 0.085
H 2.809 1.482 3.156 0.232
H 0.499 0.348 3.031 0.140
H 1.960 -0.378 2.761 -0.212
N 1.009 -2.505 -5.339 -0.536
C 1.166 -3.014 -4.058 0.270
C 0.516 -2.403 -2.977 -0.021
N 0.713 -2.792 -1.734 0.578
C 1.511 -3.851 -1.544 -0.372
C 2.062 -4.514 -2.619 -0.680
N 1.907 -4.097 -3.882 -0.705
H 0.863 -1.504 -5.362 0.374
H 1.705 -2.843 -5.983 0.299
H -0.145 -1.561 -3.155 0.068
H 1.732 -4.154 -0.527 0.315
H 2.680 -5.390 -2.462 0.427
O 0.743 0.217 -4.386 -0.914
C 1.301 0.574 -3.333 -0.455
O 0.789 0.591 -2.184 -0.310
C 2.770 0.924 -3.423 0.204
C 3.432 0.690 -4.616 -0.636
C 4.789 0.940 -4.701 -0.260
C 5.521 1.385 -3.622 -0.423
C 4.840 1.621 -2.448 -0.137
C 3.477 1.407 -2.327 0.051
N 5.622 2.096 -1.288 1.194
O 6.768 2.450 -1.508 -0.671
O 5.024 2.275 -0.265 -0.596
N 5.482 0.748 -5.987 1.080
O 4.857 0.265 -6.910 -0.645
O 6.652 1.077 -6.052 -0.650
H 2.884 0.319 -5.469 0.527
H 6.585 1.547 -3.684 0.605
H 2.959 1.669 -1.413 0.605
Se 4.596 -4.107 1.769 -0.753
Sb 4.994 -1.703 1.486 0.808
Se 3.501 -1.217 -0.565 -1.026
Se 4.317 -0.554 3.588 -0.821
Se 7.232 -1.081 0.742 -0.722